Entry 1:
C43H38BMoN7Te4 | ωB97M-V/def2-TZVPD

Structure (XYZ):
```
94
Properties=species:S:1:pos:R:3:forces:R:3
Mo -0.033516 -0.384400 0.314715 0.6 0.0 -0.3
C 3.645421 -0.344595 4.463365 0.0 0.0 0.0
C 2.720759 -1.042469 3.526131 0.0 0.0 0.0
C 2.328477 -2.371007 3.532262 0.0 0.1 0.0
C 1.500468 -2.527760 2.428444 0.1 -0.1 0.0
N 1.336219 -1.341647 1.807123 0.0 -0.1 0.1
N 2.135656 -0.443049 2.477407 0.0 0.1 0.0
B 2.376477 0.998540 1.952122 0.0 0.0 -0.1
N 1.047225 1.776329 2.096247 0.1 0.0 0.0
N -0.116815 1.177034 1.712864 -0.1 0.1 0.0
C -1.123649 1.905427 2.229998 0.1 0.0 0.0
C -0.599161 2.963786 2.959492 0.0 0.0 0.0
C 0.779286 2.842249 2.866625 0.0 0.0 0.0
C 1.837389 3.686499 3.489532 0.0 0.0 0.0
C -2.545634 1.587982 1.998195 -0.1 0.0 0.0
C -3.165601 1.956757 0.805183 0.0 0.0 0.0
C -4.502586 1.662770 0.596264 0.0 0.0 0.0
C -5.235740 1.011714 1.583368 0.0 0.0 0.0
C -4.633446 0.675370 2.785708 0.0 0.0 0.0
C -3.291199 0.967791 2.997012 0.0 0.0 0.1
N 2.743336 0.864793 0.453684 0.1 0.1 0.0
N 1.880159 0.144217 -0.283460 0.0 0.1 0.0
C 2.426106 -0.097683 -1.479517 0.0 0.0 0.0
C 3.674665 0.521416 -1.524356 0.0 0.0 0.0
C 3.850934 1.104761 -0.271548 0.0 0.0 0.0
C 5.022274 1.849298 0.267636 0.0 0.0 0.0
C 1.669520 -0.920394 -2.429969 0.0 0.0 0.0
C 1.837474 -0.766224 -3.801041 0.0 0.0 0.0
C 1.090446 -1.523227 -4.693172 0.0 0.0 0.0
C 0.164160 -2.445078 -4.228629 0.0 0.0 0.0
C -0.011372 -2.614109 -2.861703 -0.1 0.0 0.0
C 0.733703 -1.858490 -1.971106 0.0 -0.1 0.0
C 1.096632 -3.830489 1.868631 0.0 0.1 -0.1
C 1.452763 -4.124476 0.551981 -0.1 0.0 0.0
C 1.222722 -5.385989 0.024292 0.0 0.0 0.0
C 0.659717 -6.375341 0.819539 0.0 0.0 0.0
C 0.342426 -6.101128 2.143894 0.0 0.0 0.0
C 0.565529 -4.837384 2.668591 0.0 0.0 0.0
H 4.014393 -1.053430 5.200294 0.0 0.0 0.0
H 4.498730 0.083741 3.938816 0.0 0.0 0.0
H 3.136140 0.462879 4.990578 0.0 0.0 0.0
H 2.665107 -3.144724 4.200856 0.0 0.0 0.0
H 3.247275 1.537555 2.555055 0.0 0.0 0.0
H -1.153088 3.725815 3.480382 0.0 0.0 0.0
H 1.384583 4.570976 3.930743 0.0 0.0 0.0
H 2.360285 3.143311 4.277408 0.0 0.0 0.0
H 2.579528 4.001856 2.757210 0.0 0.0 0.0
H -2.597119 2.501339 0.061646 0.0 0.0 0.0
H -4.982035 1.956753 -0.328650 0.0 0.0 0.0
H -6.281523 0.787415 1.421877 0.0 0.0 0.0
H -5.206515 0.188523 3.563799 0.0 0.0 0.0
H -2.821294 0.725929 3.943475 0.0 0.0 0.0
H 4.385675 0.516747 -2.332561 0.0 0.0 0.0
H 5.787069 1.940388 -0.499318 0.0 0.0 0.0
H 4.738800 2.850108 0.593346 0.0 0.0 0.0
H 5.453960 1.329498 1.123182 0.0 0.0 0.0
H 2.548722 -0.038585 -4.170818 0.0 0.0 0.0
H 1.235608 -1.392373 -5.757154 0.0 0.0 0.0
H -0.408966 -3.039422 -4.927248 0.0 0.0 0.0
H -0.717907 -3.347695 -2.492207 0.0 0.0 0.0
H 0.647514 -2.150753 -0.907949 0.1 0.1 -0.1
H 1.976581 -3.379716 -0.034759 0.0 0.0 0.0
H 1.517872 -5.606434 -0.993593 0.0 0.0 0.0
H 0.500914 -7.367813 0.418662 0.0 0.0 0.0
H -0.072321 -6.876377 2.774810 0.0 0.0 0.0
H 0.333017 -4.630727 3.704324 0.0 0.0 0.0
Te -2.322666 -1.599090 1.152994 -0.3 -0.1 0.1
Te -2.304677 -4.218403 0.319951 -0.1 0.0 -0.1
Te -4.056802 -4.398695 2.415190 0.1 -0.1 0.0
Te -2.321484 -2.686752 3.668346 -0.1 0.1 0.0
N -0.758181 0.512185 -1.039914 -0.5 0.0 0.3
C -1.270904 1.231230 -2.003602 0.2 0.0 -0.2
C -1.059721 2.667981 -1.975286 0.0 0.0 0.0
C 0.046006 3.194268 -1.290032 0.0 0.0 0.0
C 0.219149 4.560813 -1.214297 0.0 0.0 0.0
C -0.720961 5.412074 -1.789140 0.0 0.0 0.0
C -1.830219 4.899627 -2.451770 0.0 0.0 0.0
C -1.998486 3.531614 -2.557561 0.0 0.0 0.0
C -2.021950 0.557476 -3.054269 0.0 0.0 0.1
C -2.725751 -0.617035 -2.757632 0.0 0.0 0.0
C -3.432062 -1.269275 -3.748521 0.0 0.0 0.0
C -3.409447 -0.777126 -5.049089 0.0 0.0 0.0
C -2.692082 0.373330 -5.358429 0.0 0.0 0.0
C -2.011222 1.051562 -4.365359 0.0 0.0 0.0
H 0.769565 2.521752 -0.847716 0.0 0.0 0.0
H 1.082479 4.972862 -0.709666 0.0 0.0 0.0
H -0.588130 6.483599 -1.719010 0.0 0.0 0.0
H -2.561750 5.569160 -2.882514 0.0 0.0 0.0
H -2.871669 3.126220 -3.051447 0.0 0.0 0.0
H -2.744509 -0.985121 -1.739621 0.0 0.0 0.0
H -4.001438 -2.158283 -3.512964 0.0 0.0 0.0
H -3.956411 -1.292812 -5.827390 0.0 0.0 0.0
H -2.669201 0.741685 -6.374825 0.0 0.0 0.0
H -1.439734 1.938615 -4.604425 0.0 0.0 0.0
```
Forces are in eV/Å.

Summary:
2S+1: 1
M in g/mol: 1269.98
Gap between HOMO and LUMO (alpha / beta) in eV: 4.905 / 4.903
HOMO (alpha / beta) in eV: -12.24 / -12.24
Total charge: +2
ΔE to the lowest compared entry with this formula, charge and spin in kJ/mol: 0.0


Entry 2:
C18H29F4N4O6P2 | ωB97M-V/def2-TZVPD

Structure (XYZ):
```
63
Properties=species:S:1:pos:R:3:forces:R:3
N 1.315329 3.249022 0.781824 0.2 0.6 0.4
C 2.182082 2.506554 0.608505 0.6 -2.7 -1.8
O 2.922717 1.470326 0.206786 -1.2 2.9 1.2
P 2.665584 0.026890 1.230960 -1.2 -2.4 0.0
F 2.458502 -1.398948 2.211862 0.3 1.0 -0.4
P 2.692199 1.061829 3.180394 1.8 1.6 0.7
N 3.895647 2.093642 3.386989 -0.3 -0.4 -0.3
O 4.377357 -0.138129 1.060165 -0.9 -0.3 -1.4
C 4.700036 -0.896306 -0.106960 0.3 -2.9 2.2
O 5.942194 -0.570586 -0.760622 -1.9 0.9 -0.5
N 6.950630 -1.086221 0.076409 1.0 -1.0 0.2
O 7.464222 -2.015778 -0.420293 0.0 0.8 0.2
C 3.427225 -1.255695 -0.986360 0.0 1.5 -1.7
C 3.588116 -2.728391 -1.585027 -1.6 -0.5 2.9
O 4.952145 -3.036172 -1.956561 -1.0 -0.2 -1.9
C 5.045355 -3.616058 -3.185513 2.2 -0.1 0.3
F 4.601988 -4.924622 -3.189790 0.0 1.8 -0.3
F 4.464666 -2.903175 -4.199983 0.2 -1.2 1.1
F 6.396600 -3.683524 -3.484955 -1.8 0.0 0.3
C 3.081549 -0.369332 -2.274518 -0.7 0.5 -0.9
C 1.541577 -0.014604 -2.334705 -2.0 0.8 0.0
C 0.492500 -1.048701 -2.502254 -0.2 1.5 0.2
C -0.942726 -0.730103 -2.516160 2.2 2.2 0.4
C -1.306539 0.694130 -2.354046 1.2 -0.4 -0.1
C -0.303634 1.744716 -2.230377 1.1 -2.0 -0.2
C 1.118851 1.387398 -2.222082 -1.0 -2.0 -0.2
O 2.348369 -1.066896 -0.080149 2.0 -0.3 -0.8
H 1.259753 0.314936 1.128032 0.3 -0.4 0.2
H 1.439241 1.769819 3.287157 0.2 -0.9 0.0
H 2.641027 0.059452 4.212625 -0.4 0.4 -0.5
H 4.484976 2.059977 2.550186 -0.1 0.0 0.4
H 4.938068 -1.904363 0.367522 -0.4 0.7 -0.7
H 3.325502 -3.421171 -0.726489 0.3 0.6 -1.0
H 2.834100 -2.907910 -2.388802 1.0 0.2 0.5
H 3.682168 0.576217 -2.359075 -0.6 -0.8 0.4
H 3.275005 -0.935948 -3.233836 0.1 0.5 1.1
H 0.852051 -2.108021 -2.593917 -0.7 1.1 0.1
H -1.734206 -1.515651 -2.614359 1.0 0.9 0.1
H -2.388861 0.992743 -2.323206 1.2 -0.4 -0.1
H -0.560107 2.829828 -2.131437 0.0 -1.3 0.0
H 1.940106 2.139430 -2.110622 -1.1 -0.6 -0.1
C -3.197184 2.454808 1.078734 0.1 0.0 0.0
C -4.685546 2.139692 1.077454 0.2 0.0 0.1
N -5.001106 0.775537 0.672962 -0.3 -0.1 -0.2
C -6.424096 0.562380 0.440918 0.0 0.2 -0.1
C -7.368871 0.689531 1.639383 -0.2 -0.1 0.0
C -4.326355 -0.283019 1.413919 0.4 0.0 0.0
C -4.542618 -0.341710 2.928442 0.0 -0.2 0.1
H -2.753724 2.282345 0.095707 0.0 -0.1 0.1
H -3.041082 3.505563 1.335631 0.0 -0.1 0.0
H -2.650543 1.862125 1.814620 0.0 0.0 -0.1
H -5.161273 2.830554 0.372969 -0.2 -0.2 0.0
H -5.094574 2.376095 2.070189 0.0 0.1 0.1
H -6.568779 -0.421375 -0.016993 0.2 0.0 0.1
H -6.751184 1.278728 -0.321786 0.1 0.1 0.1
H -7.316637 -0.184263 2.288842 0.0 0.1 0.1
H -8.402359 0.757371 1.286933 0.0 0.0 0.0
H -7.170658 1.580959 2.236544 0.0 0.0 0.0
H -3.251896 -0.197219 1.225972 -0.1 0.1 0.0
H -4.596064 -1.250890 0.978598 -0.2 0.1 -0.1
H -4.509147 0.644251 3.396345 0.0 0.0 -0.1
H -3.755899 -0.944294 3.387868 0.0 0.0 0.0
H -5.491769 -0.817773 3.179430 0.0 0.1 0.1
```
Forces are in eV/Å.

Summary:
2S+1: 1
M in g/mol: 535.39
Gap between HOMO and LUMO in eV: 7.318
HOMO in eV: -5.13
Total charge: -1


Entry 3:
C13H14N6O6S | ωB97M-V/def2-TZVPD

Structure (XYZ):
```
40
Properties=species:S:1:pos:R:3:forces:R:3
O -1.446488 -3.811065 -0.158324 0.1 1.9 -0.4
N -1.467550 -2.580338 -0.387927 -1.5 -1.0 1.1
O -2.186598 -1.789073 0.265604 1.2 -1.3 -1.5
C -0.614150 -2.069653 -1.438068 0.1 0.7 0.2
C 0.193380 -2.976047 -2.150649 1.0 0.5 -0.9
C 1.144674 -2.530981 -3.081079 -0.6 0.2 0.8
N 1.882865 -3.503554 -3.875537 0.7 -2.0 -0.7
O 2.683648 -3.152636 -4.761416 -1.6 0.1 1.8
O 1.658722 -4.712752 -3.610792 0.3 2.2 -0.4
C 1.353119 -1.099579 -3.172979 1.2 0.1 -1.7
N 2.207327 -0.399839 -3.966713 -1.6 -1.0 1.4
O 1.950902 0.915914 -3.685810 -0.6 0.5 1.1
N 0.959546 1.047285 -2.691252 -0.7 -1.6 0.1
O 0.651768 2.141834 -2.248814 0.3 -0.8 -0.5
C 0.522166 -0.249041 -2.399356 1.9 1.9 -1.2
C -0.494057 -0.659214 -1.538727 -1.6 -0.5 1.0
H 0.076323 -4.039488 -1.979243 -0.1 0.1 -0.1
H -1.296793 0.041125 -1.234314 0.6 -0.8 -0.7
C 0.727357 -0.706853 2.740269 0.3 -0.4 0.5
C 0.887323 -0.941988 1.266725 0.4 0.4 -0.6
N -0.115487 -0.195274 0.525094 -0.5 0.9 1.1
C -0.746989 0.788833 1.102250 1.7 -0.9 -0.4
S -2.244117 1.295502 0.374523 -0.3 0.3 -0.5
C -2.009677 3.082305 0.561975 -0.4 -0.4 0.1
C -1.840427 3.354071 2.040756 0.2 0.4 0.1
C -0.527792 2.789783 2.549827 0.1 0.4 0.1
N -0.327776 1.388780 2.251169 -0.1 -0.2 0.5
C 0.775506 0.777972 2.985064 0.0 0.2 -0.1
H -0.220660 -1.144354 3.073776 0.1 0.2 0.0
H 1.524523 -1.197963 3.297561 0.0 -0.1 0.0
H 1.879286 -0.594091 0.936962 -0.1 -0.3 0.1
H 0.803395 -2.008148 1.026165 0.0 0.1 -0.1
H -2.947015 3.494871 0.188854 0.2 0.2 -0.1
H -1.166281 3.411152 -0.054572 -0.2 0.0 0.1
H -2.680107 2.921915 2.593308 0.1 0.1 -0.1
H -1.827599 4.432866 2.206135 0.0 0.0 0.1
H -0.446222 2.897380 3.638374 -0.2 0.0 -0.2
H 0.312887 3.368049 2.124534 -0.2 -0.1 0.0
H 0.670108 1.020872 4.054473 -0.1 0.0 -0.4
H 1.740963 1.191421 2.632172 -0.2 -0.1 0.2
```
Forces are in eV/Å.

Summary:
2S+1: 1
SMILES string: O=[N+]([O-])c1cc([N+](=O)[O-])c2no[n+]([O-])c2c1.C1CN=C2SCCCN2C1
M in g/mol: 382.36
Gap between HOMO and LUMO in eV: 7.027
HOMO in eV: -8.62


Entry 4:
C8H8 | ωB97M-V/def2-TZVPD

Structure (XYZ):
```
16
Properties=species:S:1:pos:R:3:forces:R:3
C 1.163638 0.246751 -2.433739 -0.1 0.0 0.6
C 0.867847 0.183242 -1.283000 -0.3 0.7 1.2
C 0.393779 0.052474 0.113415 -0.3 2.0 -0.9
C 1.466498 0.448912 1.058083 -3.1 -1.8 -2.7
C 2.404467 0.765724 1.679871 2.7 0.9 2.6
C -0.420189 -1.239378 0.063114 -1.0 -0.5 2.9
C -1.755278 -0.492247 0.012705 -2.0 1.0 -2.6
C -1.017653 0.749127 0.386377 0.9 2.0 1.7
H 1.405081 0.327431 -3.429597 0.4 0.1 -1.5
H 3.169003 0.994221 2.391880 -0.1 0.1 -0.3
H -0.054827 -1.829768 -0.703496 0.0 -1.6 -1.4
H -0.446388 -1.761046 1.011191 0.6 -0.4 0.2
H -2.152138 -0.259600 -1.006247 0.3 -1.0 0.4
H -2.664431 -0.674040 0.655417 1.3 -0.5 -0.5
H -1.076597 0.675081 1.492076 0.3 1.1 -0.3
H -1.282814 1.813116 -0.008049 0.6 -2.0 0.7
```
Forces are in eV/Å.

Summary:
2S+1: 1
SMILES string: C#CC1(C#C)CCC1
M in g/mol: 104.15
Gap between HOMO and LUMO in eV: 10.763
HOMO in eV: -9.75
ΔE to the lowest compared entry with this formula, charge and spin in kJ/mol: 473.7


In the order shown, the computed E_tot values come out to -3209.50339, -2455.80356, -1681.55980, -309.43337 hartree.
In the order shown, the computed max |F| values come out to 0.7, 3.6, 2.9, 4.5 eV Å⁻¹.